1.
Here is 2 unconnected molecules or ions with the total composition C24H35F3N3O4S at a distorted geometry from the OMol25 dataset. Energies are from ωB97M-V/def2-TZVPD.

Structure (XYZ):
```
70
Properties=species:S:1:pos:R:3:forces:R:3
O 2.88793 -5.07253 0.74790 -2.336 2.217 -2.598
C 2.26102 -4.36666 -0.07506 0.694 -0.442 0.528
C 2.93212 -3.04868 -0.65447 -1.436 0.891 -2.020
C 2.45179 -2.33100 -1.80101 0.696 -1.425 2.803
C 3.24790 -1.00595 -2.18877 0.406 -0.681 -0.898
C 3.15787 -0.57249 -3.72814 1.123 1.629 -0.146
C 3.70781 0.96508 -3.79247 -0.589 -0.222 0.949
C 5.16541 1.14139 -3.14717 -0.728 -0.504 0.370
S 5.75239 2.93047 -3.26278 -1.536 0.078 0.806
C 4.41261 3.85181 -2.36792 -1.087 -0.580 1.261
N 3.59324 3.47358 -1.26656 2.652 2.848 -4.566
N 2.76526 4.56187 -1.07803 1.139 3.665 -3.849
C 3.07493 5.56657 -2.04650 0.171 -3.293 2.146
O 4.16176 5.15453 -2.89829 -2.423 -2.296 3.611
C 1.16452 -2.90605 -2.52250 -1.395 -0.298 -1.841
O 0.77346 -2.61431 -3.68315 1.574 -0.473 3.840
C 0.26649 -4.00541 -1.75166 0.932 -1.538 2.827
C -1.20938 -4.41657 -2.22725 0.565 0.395 -0.376
C -2.37357 -3.61853 -1.48051 -0.990 -0.032 -0.697
O -3.57642 -3.81887 -2.28908 1.061 0.563 0.552
C -2.72811 -4.15997 -0.00800 -1.676 -0.183 0.886
F -2.25891 -5.45569 0.28301 -0.852 3.218 -0.352
F -2.32564 -3.22272 1.01102 -0.496 -2.333 -2.057
F -4.15808 -4.22158 0.10660 3.379 0.105 0.215
C 0.78226 -4.69879 -0.61034 0.598 1.851 -1.782
H 3.85105 -2.64785 -0.10791 -1.353 -0.860 -0.805
H 4.36343 -1.22837 -1.97961 -1.841 0.252 -0.203
H 2.99835 -0.09888 -1.52479 -0.075 -1.488 -0.896
H 2.10499 -0.52988 -4.15906 1.453 -0.442 0.704
H 3.87121 -1.17477 -4.41025 -1.442 0.531 1.201
H 2.98299 1.55771 -3.11107 1.122 -0.672 -1.281
H 3.64629 1.38100 -4.86060 0.290 -0.628 1.629
H 5.91634 0.43653 -3.66613 -0.866 1.538 0.666
H 5.19603 0.89737 -2.02278 -0.242 0.260 -1.818
H 2.56507 6.58515 -2.18633 1.155 -1.933 0.218
H -1.34228 -5.54048 -2.04922 0.148 1.713 -0.213
H -1.35458 -4.21946 -3.35498 0.311 -0.191 1.896
H -2.22725 -2.48851 -1.42268 0.386 -1.553 0.230
H -4.20362 -3.07936 -2.14517 0.603 -0.725 0.052
H 0.21206 -5.50079 -0.04315 0.833 1.103 -0.954
C -3.40654 2.44705 5.33038 0.104 0.195 0.153
C -4.14989 2.54069 4.00252 0.011 -0.040 0.162
C -3.75957 1.52857 2.92632 -0.018 0.369 -0.082
N -2.37576 1.68781 2.26668 -0.430 -0.200 -0.179
C -2.37879 0.70434 1.08095 0.270 0.102 0.077
C -1.01226 0.54892 0.43057 0.084 0.046 -0.078
C 0.04102 0.14283 1.44456 0.171 -0.157 -0.024
C 0.09020 1.14811 2.57932 0.121 0.032 -0.167
C -1.26557 1.31923 3.24813 0.204 0.105 -0.150
C -2.20995 3.10416 1.75731 0.062 -0.509 0.216
H -2.47477 3.01484 5.30909 0.013 -0.123 0.108
H -4.01333 2.88296 6.12744 0.073 -0.070 -0.090
H -3.19148 1.41093 5.60304 0.005 0.081 0.022
H -4.11013 3.56575 3.62369 -0.059 -0.123 -0.069
H -5.20729 2.35472 4.22075 0.075 -0.095 -0.304
H -4.48671 1.60568 2.11152 0.233 -0.056 -0.020
H -3.80924 0.50933 3.32058 0.175 0.120 -0.071
H -2.71476 -0.26119 1.47112 0.000 0.160 0.089
H -3.11328 1.06602 0.35722 -0.023 0.055 0.240
H -1.07503 -0.21464 -0.35095 -0.214 0.109 0.052
H -0.71387 1.47467 -0.07095 -0.031 -0.047 0.000
H 1.01962 0.07464 0.96211 -0.098 -0.012 0.046
H -0.18975 -0.85252 1.84149 -0.003 0.025 -0.034
H 0.45515 2.11136 2.20750 -0.015 -0.040 0.051
H 0.81506 0.81524 3.32780 -0.206 0.136 0.091
H -1.19244 2.11704 3.98387 -0.272 -0.099 -0.019
H -1.56739 0.39254 3.74390 -0.096 0.119 -0.108
H -2.15806 3.77985 2.61031 -0.039 -0.082 -0.099
H -3.06592 3.34353 1.12473 0.088 -0.022 0.099
H -1.28800 3.17863 1.18385 -0.112 -0.044 0.054
```
Forces are in eV/Å.

- E_LUMO (eV) = -3.5
- net charge = +1

---

2.
Here is a molecular structure, C24H35N2O6PdSi2 at a distorted geometry from the OMol25 dataset. Energies are from ωB97M-V/def2-TZVPD.

Structure (XYZ):
```
70
Properties=species:S:1:pos:R:3:forces:R:3
Pd 0.24725 0.43440 0.38837 0.444 -0.229 0.108
O -2.14929 -3.46413 -1.41504 -0.015 0.059 -0.028
C -1.42241 -2.53793 -0.78986 0.004 0.055 -0.079
O -0.94472 -1.56788 -1.31315 -0.227 -0.043 0.072
C -1.32807 -2.87273 0.69007 -0.151 0.000 0.002
O -0.20635 -2.27300 1.31809 0.338 -0.146 0.100
C 0.96640 -2.95843 1.26333 -0.583 -0.090 0.467
C 1.93522 -2.33354 -0.00618 0.587 0.136 -0.893
O 2.80176 -3.16922 -0.16316 -0.194 -0.023 0.210
O 1.58768 -1.26988 -0.47736 0.137 -0.049 0.588
H -2.26620 -3.20002 -2.34289 0.016 -0.003 0.038
H -2.20821 -2.44393 1.17626 0.052 -0.086 -0.044
H -1.33296 -3.95340 0.84081 0.006 0.028 -0.023
H 1.59120 -2.74201 2.12907 -0.005 0.136 -0.090
H 0.86266 -4.02535 1.07385 0.036 0.045 -0.060
C -3.52563 0.23722 0.08468 0.183 -0.114 0.017
Si -2.07422 1.22859 0.73715 -0.539 0.354 -0.072
C -2.47899 1.84194 2.47090 0.126 -0.099 -0.056
C -1.79784 2.73514 -0.40137 0.069 -0.162 0.081
C -2.91801 3.57369 -0.45504 0.037 -0.004 0.010
C -2.94171 4.70025 -1.25974 -0.050 0.001 0.019
C -1.83245 5.01792 -2.02509 0.019 0.022 -0.021
C -0.71011 4.20896 -1.97136 -0.012 -0.008 0.055
C -0.66161 3.06270 -1.17009 0.119 -0.068 -0.054
Si 0.99978 2.12412 -1.23386 -0.147 0.461 -0.262
C 2.32038 3.26377 -0.53200 -0.053 -0.152 0.008
C 1.39187 1.64428 -3.00046 -0.012 -0.096 0.120
H -4.40264 0.88826 0.05593 -0.033 -0.003 -0.017
H -3.76940 -0.61756 0.71821 -0.029 0.019 0.046
H -3.33370 -0.12163 -0.92552 -0.017 0.027 -0.055
H -3.50835 2.20876 2.46685 -0.037 0.047 0.018
H -1.83037 2.66884 2.76016 0.010 0.026 -0.001
H -2.41400 1.06254 3.23101 -0.020 -0.044 -0.008
H -3.79738 3.34815 0.13786 -0.051 -0.016 0.023
H -3.82394 5.32455 -1.29056 -0.030 0.023 0.007
H -1.84085 5.89450 -2.65827 0.004 0.023 -0.023
H 0.15074 4.48199 -2.57099 0.041 0.009 -0.032
H 2.44607 4.11996 -1.19897 -0.013 0.053 -0.016
H 3.29512 2.78573 -0.42965 0.038 -0.015 -0.020
H 2.02460 3.64310 0.44726 0.004 0.020 0.022
H 1.63264 2.53684 -3.58218 -0.013 0.036 -0.032
H 0.54422 1.14400 -3.46818 -0.018 -0.004 -0.006
H 2.25000 0.97349 -3.04933 0.038 -0.004 0.004
C 7.82829 0.42560 0.51001 -0.024 0.010 0.026
C 7.58444 0.51212 2.00993 0.039 0.007 -0.025
N 6.17500 0.37110 2.38536 -0.005 0.008 -0.037
C 5.71945 -0.90929 2.90627 -0.029 -0.027 0.043
C 5.60389 -1.98821 1.83782 0.004 0.010 0.054
C 5.37740 1.43938 2.18899 -0.040 -0.043 -0.069
O 5.76306 2.49600 1.71935 0.009 0.060 0.013
C 3.92555 1.34120 2.59077 -0.022 0.072 0.140
C 3.49898 1.92963 3.77727 -0.041 -0.041 -0.080
C 2.14664 1.95598 4.06931 0.001 -0.026 -0.044
C 1.25597 1.42377 3.15258 -0.004 0.018 0.039
N 1.66114 0.88089 2.00281 -0.011 -0.135 -0.145
C 2.97039 0.83125 1.73183 0.065 0.035 -0.019
H 8.89712 0.49103 0.30917 0.013 0.015 -0.020
H 7.33287 1.24940 -0.00053 -0.002 0.003 -0.007
H 7.46353 -0.51500 0.09828 0.004 -0.015 -0.008
H 7.92823 1.47828 2.38094 0.017 -0.038 0.002
H 8.13057 -0.27024 2.53847 0.005 0.010 0.002
H 4.75825 -0.75958 3.39855 0.036 -0.019 -0.005
H 6.42369 -1.22534 3.68003 -0.037 0.008 0.004
H 4.95093 -1.66774 1.02531 -0.025 0.011 -0.028
H 5.19758 -2.90358 2.26776 -0.008 -0.033 0.016
H 6.57608 -2.22922 1.41102 0.020 0.003 -0.022
H 4.22123 2.37327 4.44953 0.014 -0.004 0.026
H 1.77832 2.39435 4.98501 -0.016 0.020 0.009
H 0.18810 1.44251 3.32610 -0.008 -0.020 0.004
H 3.24824 0.40502 0.77441 -0.015 -0.010 0.011
```
Forces are in eV/Å.

- relative energy (zero: lowest compared OMol25 entry of this formula, charge and spin) (eV) = 1.505
- E_LUMO (spin up / spin down) (eV) = -2.5 / -6.3
- ⟨S²⟩ = 6.0109
- spin multiplicity = 5
- net charge = +1

---

3.
Here is a molecular structure, C24H35N2Ti at a distorted geometry from the OMol25 dataset. Energies are from ωB97M-V/def2-TZVPD.

Structure (XYZ):
```
62
Properties=species:S:1:pos:R:3:forces:R:3
C 1.13059 2.20707 1.24935 -0.068 0.124 -1.091
C -0.14827 2.59116 0.73646 0.892 0.319 -0.879
C -0.05310 2.64700 -0.69592 0.659 0.020 0.977
C 1.23712 2.14692 -1.07580 0.128 0.679 1.298
C 1.99003 1.90687 0.14589 -0.796 0.569 -0.456
Ti 0.27919 0.42231 -0.01880 0.468 -2.417 -0.707
C -0.06407 -2.66769 -1.42022 0.811 -1.173 2.023
C 0.66171 -1.89088 -0.25715 1.114 0.315 -0.399
H 0.69692 -2.48467 0.67833 -0.517 0.456 -0.503
C 1.82759 -1.05422 -0.37288 0.569 0.720 0.153
H 2.25583 -0.68980 -1.36257 -0.457 -0.778 1.266
H 2.53772 -0.97486 0.51940 -0.867 -0.360 -1.497
C -0.45993 -4.09056 -0.87683 0.114 0.265 -0.092
H -1.04593 -4.05949 0.07191 0.201 0.248 -0.777
H -1.01343 -4.65673 -1.64269 0.106 0.136 0.332
H 0.43148 -4.68087 -0.63944 0.023 0.229 -0.175
C 0.67376 -2.79779 -2.76381 -0.060 0.310 0.109
H 0.90134 -1.77396 -3.14454 -0.034 -0.892 0.002
H 1.58236 -3.33498 -2.52406 0.321 -0.237 -0.548
H -0.02896 -3.34515 -3.43905 1.015 0.357 0.164
C -1.34919 2.97356 1.52761 -0.457 0.119 0.220
H -1.49584 2.29038 2.37279 0.047 0.197 -0.055
H -1.29314 4.00028 1.92437 0.035 -0.295 -0.134
H -2.25518 2.90114 0.91202 0.191 0.089 0.140
C -1.07151 3.34693 -1.53042 -0.778 0.028 -0.331
H -2.01366 2.77064 -1.54753 0.220 0.509 -0.016
H -1.30845 4.35609 -1.12671 0.277 -0.639 -0.182
H -0.74350 3.47565 -2.57207 -0.045 -0.063 0.306
C 1.74531 1.94095 -2.46030 0.088 -0.017 -0.804
H 0.98026 1.46749 -3.10388 0.312 0.241 0.234
H 2.03971 2.89226 -2.94199 -0.110 -0.355 0.232
H 2.62620 1.28110 -2.48037 -0.263 0.270 0.055
C 3.41361 1.50383 0.24383 0.554 -0.033 0.011
H 3.70964 0.86941 -0.59275 0.040 0.085 0.016
H 4.10137 2.35978 0.26478 -0.206 -0.084 -0.005
H 3.58882 0.92182 1.15115 0.073 0.077 -0.001
C 1.52853 2.20093 2.68161 0.054 -0.353 0.776
H 2.18365 1.35217 2.91542 -0.025 0.115 -0.044
H 2.07398 3.10825 2.99305 -0.221 -0.231 -0.334
H 0.65705 2.11504 3.34610 0.132 0.100 -0.219
C -1.02933 -0.39408 -1.63096 0.565 -0.164 -5.088
C -1.16867 -1.89752 -1.89252 -1.359 3.596 3.201
C -1.84394 0.42953 -2.57711 0.989 -0.737 -0.087
C -2.43952 -2.34032 -2.13884 -0.379 -0.412 -1.331
H -1.46063 -0.26709 -0.70832 -1.305 0.470 3.151
C -2.89152 -0.15322 -3.19460 -0.330 -0.415 -1.047
H -1.57784 1.41376 -2.99889 -0.110 -0.337 1.218
C -3.24758 -1.47769 -2.91219 0.472 -1.311 1.903
H -2.66336 -3.36669 -1.75640 -0.371 0.956 -1.109
H -3.44897 0.40760 -3.92288 -0.268 0.025 -0.193
H -4.17597 -1.91189 -3.17518 -0.986 0.076 -0.654
C -0.13949 -2.60015 4.34315 0.065 -0.184 0.181
N -0.41335 -1.18352 4.01489 0.292 -0.411 0.165
C -0.56301 -0.22794 5.13411 0.028 0.213 0.220
C -0.36707 -0.75734 2.78889 -0.912 2.234 -1.866
N -0.47099 -0.15236 1.76096 0.177 -2.426 3.289
H -0.19728 -2.70047 5.44250 0.017 -0.034 -0.723
H 0.86353 -2.89202 4.01240 -0.195 0.080 0.088
H -0.88011 -3.26029 3.87963 0.116 0.181 0.107
H 0.22228 0.53917 5.10681 -0.226 -0.238 -0.030
H -1.55018 0.25100 5.11913 0.253 -0.154 -0.078
H -0.45959 -0.80556 6.06398 -0.073 0.346 -0.386
```
Forces are in eV/Å.

- relative energy (zero: lowest compared OMol25 entry of this formula, charge and spin) (eV) = 3.192
- E_LUMO (spin up / spin down) (eV) = -3.9 / -3.9
- net charge = +1

---

4.
Here is a molecular structure, C24H36AgN2O6Si from the OMol25 dataset. Energies are from ωB97M-V/def2-TZVPD.

Structure (XYZ):
```
70
Properties=species:S:1:pos:R:3:forces:R:3
Ag -0.18300 -0.49582 0.05383 -0.018 -0.103 -0.141
O 1.86036 -0.55551 3.96273 -0.006 -0.029 -0.021
C 1.90250 0.02498 2.74292 -0.004 0.110 0.067
O 2.64190 -0.35228 1.87552 -0.018 -0.067 -0.084
C 0.96419 1.20295 2.69502 -0.049 -0.042 0.000
O 0.91891 1.72167 1.40098 0.023 -0.001 -0.020
C -0.02907 2.77351 1.26058 0.003 -0.027 -0.023
C -0.65401 2.83765 -0.15296 -0.111 0.054 0.102
O -1.38007 3.82445 -0.33464 0.035 -0.046 -0.008
O -0.40634 1.88472 -0.93834 -0.004 -0.014 -0.061
H 2.43110 -1.33473 3.90499 0.003 0.009 0.013
H -0.01632 0.83461 3.01894 0.006 -0.024 -0.017
H 1.32056 1.94111 3.42929 0.016 0.003 0.001
H -0.85439 2.63436 1.96820 -0.032 -0.024 -0.017
H 0.43937 3.73700 1.48590 0.001 -0.007 -0.014
N 1.67492 -0.08281 -1.32077 0.042 -0.048 0.135
C 1.72746 -0.46480 -2.72958 -0.062 -0.002 -0.016
C 0.30423 -0.53587 -3.28033 -0.015 0.002 0.007
C -0.43641 -1.82455 -2.90752 0.014 0.032 -0.024
C -1.93322 -1.59227 -2.71808 0.093 0.108 -0.041
N -2.18238 -0.82041 -1.49439 0.017 -0.280 -0.032
H 1.40262 0.89409 -1.21633 -0.025 0.025 0.010
H 2.53698 -0.24155 -0.81642 0.012 0.021 -0.015
H 2.21495 -1.44110 -2.81221 -0.008 -0.003 0.001
H 2.31910 0.24352 -3.32299 0.004 -0.008 0.005
H 0.31554 -0.41988 -4.36845 0.009 0.002 0.000
H -0.23068 0.32763 -2.87192 0.008 0.019 -0.025
H -0.04598 -2.21960 -1.96349 -0.009 -0.015 -0.009
H -0.26556 -2.59100 -3.67206 -0.007 0.004 0.009
H -2.46003 -2.54749 -2.65696 0.050 -0.007 0.063
H -2.32490 -1.06572 -3.59599 -0.053 -0.046 -0.023
H -2.90346 -1.24434 -0.92538 -0.009 0.070 -0.079
H -2.43489 0.14589 -1.65737 0.091 0.025 -0.030
C -2.52797 -1.40937 4.78382 -0.005 -0.017 0.019
C -2.49328 -2.65189 3.88838 0.003 0.025 -0.005
C -3.79008 -3.44178 4.05934 -0.004 -0.014 -0.006
C -1.30759 -3.53027 4.30075 0.001 -0.005 -0.006
Si -2.17322 -2.06191 2.10416 0.083 -0.068 -0.057
O -0.80729 -1.25835 2.02571 0.014 0.098 0.132
C -3.64532 -1.02282 1.49219 -0.043 0.002 0.054
C -4.97901 -1.43968 1.41602 0.003 0.011 0.005
C -5.96707 -0.61998 0.88495 -0.004 0.014 -0.015
C -5.64287 0.64304 0.40555 -0.016 0.006 -0.023
C -4.32916 1.08667 0.46953 0.015 -0.041 0.008
C -3.35603 0.25888 1.01565 -0.056 0.127 0.116
C -2.06998 -3.59788 0.97511 -0.004 0.038 -0.047
C -0.78785 -3.98736 0.57051 -0.019 0.014 0.002
C -0.58784 -5.06446 -0.28267 -0.009 -0.002 -0.008
C -1.67548 -5.78353 -0.76064 0.004 0.007 0.001
C -2.95801 -5.41525 -0.37909 -0.002 0.010 0.007
C -3.14651 -4.33613 0.47728 0.014 0.006 -0.006
H -2.66846 -1.69633 5.83448 0.005 0.003 -0.002
H -3.34765 -0.74008 4.50738 0.000 0.003 0.002
H -1.59345 -0.84964 4.70416 -0.008 0.003 -0.002
H -3.87444 -3.81578 5.08823 0.000 0.006 0.000
H -3.82915 -4.30814 3.39211 0.005 0.002 -0.001
H -4.66704 -2.82027 3.86571 -0.001 -0.004 0.017
H -1.40058 -3.82864 5.35343 0.000 0.006 -0.002
H -0.36617 -2.99055 4.17683 0.003 0.005 0.002
H -1.25519 -4.44176 3.69862 -0.005 0.000 -0.001
H -5.26504 -2.42174 1.77595 0.005 0.004 -0.011
H -6.99167 -0.97154 0.83729 0.005 0.006 0.001
H -6.41091 1.27598 -0.02301 -0.006 -0.002 0.006
H -4.04697 2.05900 0.08038 -0.008 0.006 0.052
H -2.32928 0.60249 1.04614 0.038 0.069 0.042
H 0.05940 -3.40834 0.92420 0.010 -0.011 0.001
H 0.41697 -5.33667 -0.58491 0.000 0.001 0.001
H -1.52564 -6.62031 -1.43270 0.002 0.001 0.001
H -3.81380 -5.96423 -0.75494 -0.003 0.000 0.002
H -4.16062 -4.05988 0.74327 -0.011 0.000 0.007
```
Forces are in eV/Å.

- E_LUMO (eV) = 2.8
- net charge = -1